A:
Computed, not measured: the ion C5H12N with charge +1, with wB97M-V/def2-TZVPD.

Each line ends with the Mulliken charge.
Cartesian coordinates (Å):
C -1.87 0.74 -0.53  -0.52
C -0.56 1.01 0.26  -0.22
C -0.04 -0.18 0.89  -0.17
C 1.37 -0.45 1.08  -0.39
C 2.14 -0.63 -0.26  -1.12
N -1.61 -0.33 -1.50  -0.49
H -2.66 0.49 0.18  0.33
H -2.13 1.64 -1.06  0.35
H 0.17 1.49 -0.39  0.30
H -0.83 1.70 1.07  0.36
H -0.73 -0.65 1.61  0.37
H 1.49 -1.33 1.70  0.35
H 1.85 -1.57 -0.72  0.33
H 1.92 0.16 -0.96  0.37
H 3.20 -0.68 -0.07  0.36
H 1.77 0.42 1.63  0.32
H -2.45 -0.76 -1.86  0.27
H -1.03 -1.06 -1.08  0.20

As for the highest occupied orbital energy: -13.816 eV. The calculation puts the LUMO energy at -7.11 eV. Its total charge is +1. The spin multiplicity is 1. The value obtained for the frontier orbital gap is 6.71 eV.

B:
Computed, not measured: the ion C5H12N with charge +1, with wB97M-V/def2-TZVPD.

Each line ends with the Mulliken charge.
Cartesian coordinates (Å):
C 2.27 -1.49 -0.80  -0.83
C 1.03 -1.53 -0.38  -0.08
C 0.45 -0.47 0.54  -0.94
C -0.65 0.36 -0.19  0.23
C -1.99 0.21 0.50  -1.59
N -0.28 1.85 -0.03  -0.33
H 2.59 -2.29 -1.47  0.25
H 3.09 -0.80 -0.63  0.27
H 0.32 -2.27 -0.70  0.36
H 0.05 -0.90 1.46  0.37
H 1.24 0.17 0.85  0.47
H -0.61 0.15 -1.25  0.47
H -1.88 0.39 1.57  0.48
H -2.76 0.87 0.10  0.44
H -2.32 -0.83 0.45  0.36
H 0.73 2.00 -0.07  0.35
H -0.62 2.22 0.85  0.35
H -0.67 2.36 -0.82  0.36

As for the highest occupied orbital energy: -13.663 eV. The calculation puts the LUMO energy at -3.60 eV. Its total charge is +1. The spin multiplicity is 1. The value obtained for the frontier orbital gap is 10.06 eV.

It turns out B is the most stable, with the second structure 1.805 eV higher.

A:
Computed, not measured: a cluster of 2 separate species, C4H12 in total, with wB97M-V/def2-TZVPD.

Each line ends with the Mulliken charge.
Cartesian coordinates (Å):
C -0.45 -1.38 1.90  -0.81
C -0.82 -2.06 0.55  -0.73
H -1.12 -0.61 2.27  0.27
H -0.42 -2.21 2.62  0.30
H 0.57 -1.03 1.82  0.23
H -0.07 -1.84 -0.19  0.18
H -1.77 -1.63 0.22  0.23
H -1.06 -3.12 0.63  0.33
C 0.18 1.52 -1.81  -0.78
C 1.03 1.93 -0.63  -0.84
H 0.66 1.87 -2.73  0.29
H 0.15 0.44 -2.01  0.23
H -0.85 1.85 -1.74  0.27
H 2.08 1.64 -0.75  0.27
H 0.90 1.62 0.41  0.27
H 1.00 3.02 -0.56  0.28

As for the highest occupied orbital energy: -11.499 eV. The calculation puts the LUMO energy at 1.15 eV. The spin multiplicity is 1. The value obtained for the frontier orbital gap is 12.65 eV.

B:
Computed, not measured: a cluster of 2 separate species, C4H12 in total, with wB97M-V/def2-TZVPD.

Each line ends with the Mulliken charge.
Cartesian coordinates (Å):
C -0.36 -0.94 -1.60  -0.58
C -0.59 -2.46 -1.56  -0.93
H -1.03 -0.51 -2.36  0.28
H -0.88 -0.50 -0.74  0.04
H 0.70 -0.74 -1.56  0.34
H -1.51 -2.86 -1.97  0.31
H -0.52 -2.76 -0.50  0.27
H 0.29 -2.98 -1.95  0.27
C 0.13 1.55 0.85  -0.63
C 0.88 1.89 2.14  -0.99
H -0.81 1.04 1.14  0.25
H -0.23 2.49 0.43  0.29
H 0.63 0.76 0.31  0.19
H 0.29 2.58 2.74  0.29
H 1.19 1.00 2.69  0.32
H 1.82 2.43 1.97  0.28

As for the highest occupied orbital energy: -11.233 eV. The calculation puts the LUMO energy at 1.11 eV. The spin multiplicity is 1. The value obtained for the frontier orbital gap is 12.35 eV.

It turns out A is the most stable, with the second structure 0.171 eV higher.

A:
Computed, not measured: a cluster of 2 separate species, C4H12 in total, with wB97M-V/def2-TZVPD.

Each line ends with the Mulliken charge.
Cartesian coordinates (Å):
C -0.67 0.46 1.79  -0.70
C -1.23 -0.87 2.23  -0.83
H -0.86 1.19 2.57  0.33
H 0.40 0.43 1.62  0.24
H -1.11 0.84 0.87  0.15
H -1.00 -1.09 3.27  0.28
H -0.88 -1.71 1.63  0.27
H -2.32 -0.87 2.16  0.26
C 0.22 0.01 -1.97  -0.64
C 1.71 0.39 -2.02  -0.87
H -0.23 0.18 -2.94  0.33
H 0.11 -1.03 -1.66  0.26
H -0.34 0.64 -1.28  0.07
H 2.12 0.02 -2.96  0.30
H 1.80 1.48 -2.10  0.27
H 2.27 -0.06 -1.21  0.28

As for the highest occupied orbital energy: -11.650 eV. The calculation puts the LUMO energy at 1.17 eV. The spin multiplicity is 1. The value obtained for the frontier orbital gap is 12.82 eV.

B:
Computed, not measured: a cluster of 2 separate species, C4H12 in total, with wB97M-V/def2-TZVPD.

Each line ends with the Mulliken charge.
Cartesian coordinates (Å):
C -0.12 0.46 -2.32  -0.72
C 0.64 -0.85 -1.96  -0.83
H -0.32 0.90 -1.33  0.16
H 0.57 1.11 -2.84  0.28
H -1.04 0.28 -2.85  0.28
H 1.17 -1.26 -2.83  0.32
H 0.09 -1.57 -1.36  0.28
H 1.51 -0.43 -1.44  0.22
C 0.46 0.39 2.15  -0.81
C -1.01 -0.01 2.11  -0.85
H 1.05 -0.36 1.64  0.21
H 0.54 1.43 1.85  0.26
H 0.98 0.43 3.12  0.36
H -1.10 -1.08 1.92  0.26
H -1.50 0.11 3.08  0.32
H -1.59 0.58 1.40  0.26

As for the highest occupied orbital energy: -11.388 eV. The calculation puts the LUMO energy at 1.14 eV. The spin multiplicity is 1. The value obtained for the frontier orbital gap is 12.53 eV.

It turns out A is the most stable, with the second structure 0.443 eV higher.

A:
Computed, not measured: a cluster of 2 separate species, C4H12 in total, with wB97M-V/def2-TZVPD.

Each line ends with the Mulliken charge.
Cartesian coordinates (Å):
C -1.54 1.66 -1.02  -0.80
C -0.79 1.92 0.28  -0.77
H -1.57 2.51 -1.70  0.29
H -1.10 0.83 -1.57  0.22
H -2.58 1.36 -0.86  0.27
H -1.04 1.15 1.00  0.24
H -1.08 2.88 0.71  0.33
H 0.29 1.94 0.16  0.24
C 0.96 -2.14 -0.27  -0.72
C 1.41 -1.43 1.01  -0.63
H 0.19 -2.89 -0.08  0.27
H 0.54 -1.43 -0.98  0.16
H 1.77 -2.66 -0.77  0.28
H 1.09 -0.39 1.00  0.05
H 2.48 -1.45 1.18  0.30
H 0.97 -1.85 1.92  0.27

As for the highest occupied orbital energy: -11.722 eV. The calculation puts the LUMO energy at 1.17 eV. The spin multiplicity is 1. The value obtained for the frontier orbital gap is 12.89 eV.

B:
Computed, not measured: a cluster of 2 separate species, C4H12 in total, with wB97M-V/def2-TZVPD.

Each line ends with the Mulliken charge.
Cartesian coordinates (Å):
C 0.97 -0.20 -2.21  -0.94
C 1.81 -0.65 -1.00  -0.74
H 0.88 0.87 -2.36  0.28
H 1.49 -0.59 -3.10  0.35
H 0.01 -0.69 -2.34  0.29
H 1.36 -1.34 -0.27  0.25
H 2.03 0.23 -0.40  0.22
H 2.74 -1.10 -1.32  0.29
C -1.84 -0.16 1.77  -0.85
C -0.94 1.02 1.43  -0.70
H -1.32 -1.12 1.66  0.25
H -2.09 -0.05 2.82  0.28
H -2.77 -0.22 1.21  0.29
H -0.04 0.84 2.02  0.23
H -0.62 1.12 0.39  0.18
H -1.37 1.96 1.77  0.32

As for the highest occupied orbital energy: -11.694 eV. The calculation puts the LUMO energy at 1.14 eV. The spin multiplicity is 1. The value obtained for the frontier orbital gap is 12.84 eV.

It turns out A is the most stable, with the second structure 0.189 eV higher.

A:
Computed, not measured: a cluster of 2 separate species, C4H12 in total, with wB97M-V/def2-TZVPD.

Each line ends with the Mulliken charge.
Cartesian coordinates (Å):
C -0.83 -1.91 -0.08  -0.84
C 0.28 -1.82 -1.10  -0.47
H -1.82 -1.61 -0.43  0.25
H -0.94 -2.92 0.34  0.31
H -0.64 -1.31 0.82  0.25
H 0.00 -2.11 -2.11  0.33
H 1.16 -2.41 -0.83  0.25
H 0.68 -0.80 -1.13  -0.02
C 0.85 1.40 0.39  -0.56
C -0.32 2.35 0.70  -0.84
H 1.76 1.62 0.94  0.36
H 0.59 0.42 0.78  -0.03
H 1.00 1.25 -0.67  0.23
H -0.09 2.95 1.58  0.26
H -0.43 3.08 -0.10  0.26
H -1.25 1.83 0.91  0.27

As for the highest occupied orbital energy: -11.575 eV. The calculation puts the LUMO energy at 1.22 eV. The spin multiplicity is 1. The value obtained for the frontier orbital gap is 12.80 eV.

B:
Computed, not measured: a cluster of 2 separate species, C4H12 in total, with wB97M-V/def2-TZVPD.

Each line ends with the Mulliken charge.
Cartesian coordinates (Å):
C 1.03 0.35 -2.68  -0.86
C 0.57 -0.65 -1.58  -0.50
H 2.09 0.60 -2.60  0.27
H 0.69 -0.02 -3.64  0.24
H 0.56 1.33 -2.54  0.30
H -0.05 -1.43 -2.01  0.34
H -0.15 -0.17 -0.93  -0.12
H 1.44 -1.14 -1.15  0.33
C -1.17 -0.33 1.69  -0.83
C -0.41 0.66 2.56  -0.81
H -2.10 -0.57 2.24  0.32
H -1.38 -0.13 0.65  0.24
H -0.76 -1.34 1.82  0.27
H 0.60 0.80 2.15  0.25
H -0.27 0.21 3.54  0.27
H -0.79 1.67 2.64  0.29

As for the highest occupied orbital energy: -11.323 eV. The calculation puts the LUMO energy at 1.13 eV. The spin multiplicity is 1. The value obtained for the frontier orbital gap is 12.46 eV.

It turns out A is the most stable, with the second structure 0.303 eV higher.

A:
Computed, not measured: a cluster of 2 separate species, C4H12 in total, with wB97M-V/def2-TZVPD.

Each line ends with the Mulliken charge.
Cartesian coordinates (Å):
C 2.74 3.74 0.26  -0.77
C 3.04 5.13 -0.22  -0.75
H 1.86 3.71 0.92  0.26
H 3.66 3.46 0.74  0.23
H 2.35 3.09 -0.48  0.28
H 2.70 5.83 0.51  0.28
H 4.12 5.38 -0.38  0.26
H 2.70 5.15 -1.33  0.21
C -3.62 -4.30 0.20  -0.70
C -2.22 -4.61 -0.21  -0.76
H -3.73 -4.88 1.18  0.21
H -4.41 -4.76 -0.38  0.27
H -3.77 -3.11 0.14  0.22
H -1.89 -5.69 -0.01  0.27
H -2.03 -4.33 -1.25  0.27
H -1.51 -3.82 0.31  0.21

As for the highest occupied orbital energy: -11.111 eV. The calculation puts the LUMO energy at 1.25 eV. The spin multiplicity is 1. The value obtained for the frontier orbital gap is 12.37 eV.

B:
Computed, not measured: a cluster of 2 separate species, C4H12 in total, with wB97M-V/def2-TZVPD.

Each line ends with the Mulliken charge.
Cartesian coordinates (Å):
C -2.01 -1.07 1.06  -0.88
C -1.54 -2.31 0.28  -0.71
H -3.00 -1.13 1.50  0.34
H -1.48 -0.86 2.00  0.28
H -1.91 -0.13 0.52  0.22
H -0.86 -1.96 -0.49  0.22
H -2.44 -2.60 -0.26  0.25
H -1.12 -3.11 0.87  0.28
C 1.10 1.55 -0.38  -0.73
C 2.47 1.74 -1.03  -0.96
H 0.32 1.45 -1.15  0.26
H 1.06 0.60 0.14  0.22
H 0.77 2.34 0.29  0.33
H 2.77 0.90 -1.64  0.29
H 3.23 1.86 -0.25  0.28
H 2.67 2.73 -1.45  0.31

As for the highest occupied orbital energy: -11.376 eV. The calculation puts the LUMO energy at 1.11 eV. The spin multiplicity is 1. The value obtained for the frontier orbital gap is 12.49 eV.

C:
Computed, not measured: a cluster of 2 separate species, C4H12 in total, with wB97M-V/def2-TZVPD.

Each line ends with the Mulliken charge.
Cartesian coordinates (Å):
C 1.63 -0.88 -0.54  -0.49
C 2.54 -1.04 0.69  -0.85
H 1.10 -1.80 -0.78  0.28
H 0.84 -0.16 -0.36  -0.10
H 2.11 -0.53 -1.46  0.36
H 2.04 -0.67 1.58  0.29
H 3.47 -0.50 0.52  0.25
H 2.78 -2.09 0.85  0.25
C -2.31 1.63 -0.28  -0.91
C -1.69 0.30 0.18  -0.70
H -2.90 2.12 0.50  0.29
H -1.69 2.31 -0.87  0.31
H -3.12 1.34 -0.97  0.26
H -1.29 -0.22 -0.68  0.20
H -2.51 -0.27 0.63  0.34
H -0.98 0.46 0.99  0.22

As for the highest occupied orbital energy: -11.562 eV. The calculation puts the LUMO energy at 1.15 eV. The spin multiplicity is 1. The value obtained for the frontier orbital gap is 12.71 eV.

D:
Computed, not measured: a cluster of 2 separate species, C4H12 in total, with wB97M-V/def2-TZVPD.

Each line ends with the Mulliken charge.
Cartesian coordinates (Å):
C 0.62 1.48 -1.42  -0.84
C 1.79 0.61 -0.96  -0.69
H -0.30 1.32 -0.98  0.24
H 0.75 2.50 -0.95  0.28
H 0.54 1.49 -2.51  0.28
H 2.79 1.10 -1.05  0.29
H 1.60 -0.29 -1.49  0.26
H 1.70 0.40 0.10  0.19
C -1.72 -0.46 0.98  -0.65
C -0.71 -1.64 1.34  -0.72
H -1.85 -0.52 -0.09  0.21
H -2.64 -0.47 1.62  0.35
H -1.11 0.38 1.42  0.14
H -0.40 -2.20 0.35  0.19
H 0.33 -1.33 1.89  0.19
H -1.26 -2.35 2.03  0.28

As for the highest occupied orbital energy: -11.165 eV. The calculation puts the LUMO energy at 1.12 eV. The spin multiplicity is 1. The value obtained for the frontier orbital gap is 12.29 eV.

It turns out C is the most stable, with the second structure 0.154 eV higher.